[1]
DFT (ωB97M-V/def2-TZVPD) results for a structure of composition C51H44N2O2PtSSi in a non-equilibrium geometry.

Summary:
lowest unoccupied orbital energy (alpha / beta) = 0.20 / -2.34 eV
HOMO-LUMO gap (alpha / beta) = 5.608 / 5.622 eV
spin multiplicity = 5
highest occupied orbital energy (alpha / beta) = -5.4 / -8.0 eV
E = -82632.6037 eV
ΔE to the lowest compared entry with this formula, charge and spin = 0.00 kJ/mol

Cartesian coordinates (Å):
1 Pt 0.571 -0.217 -0.372
2 S 2.555 0.522 -4.479
3 Si 4.226 2.246 1.700
4 O -1.126 0.989 0.220
5 O -0.463 -1.792 -1.398
6 N 0.016 -1.205 1.596
7 N 1.258 0.809 -2.241
8 C -3.115 -1.558 -0.672
9 C 2.234 0.083 -2.800
10 C -0.327 -0.348 2.568
11 C 5.731 1.248 2.331
12 C 3.858 -3.230 -0.753
13 C -2.421 -2.706 -0.326
14 C -0.243 5.582 -0.311
15 C -0.692 3.121 0.909
16 C 4.003 -3.119 -2.147
17 C -1.935 -5.612 -3.337
18 C -2.033 -4.694 -2.307
19 C 0.821 2.557 -5.376
20 C -4.557 1.672 3.811
21 C -3.066 -3.697 0.409
22 C 3.537 -2.016 -2.810
23 C 4.788 3.557 0.437
24 C -1.016 1.698 1.375
25 C 2.810 -1.042 -0.682
26 C -1.149 -2.948 2.703
27 C -1.074 -0.767 3.663
28 C -1.498 4.999 -0.368
29 C 2.687 0.150 0.105
30 C -4.346 0.664 2.886
31 C 1.278 1.710 -4.386
32 C 0.390 -5.103 -3.571
33 C -0.413 -2.473 1.623
34 C 0.562 3.704 0.962
35 C 3.403 3.059 3.229
36 C -1.719 3.778 0.234
37 C -2.310 1.722 2.185
38 C 0.043 1.081 2.367
39 C -0.437 2.476 -2.860
40 C -3.647 2.712 3.914
41 C 3.290 -2.204 -0.041
42 C -4.441 -1.405 -0.295
43 C 0.681 1.676 -3.104
44 C -1.467 -2.091 3.742
45 C -0.109 -3.340 0.447
46 C -0.905 3.299 -3.862
47 C -3.220 0.685 2.079
48 C -0.914 -3.993 -1.880
49 C 0.298 -4.195 -2.533
50 C 0.778 4.935 0.361
51 C -0.725 -5.820 -3.974
52 C 2.882 -0.969 -2.132
53 C -4.384 -3.538 0.792
54 C -5.075 -2.389 0.443
55 C 3.086 1.071 0.833
56 C -2.526 2.737 3.107
57 C -0.274 3.359 -5.102
58 C -0.980 -2.893 -0.803
59 H -3.811 3.508 4.624
60 H -1.814 3.548 3.182
61 H 6.466 1.902 2.793
62 H 3.628 -1.949 -3.885
63 H -2.818 -6.150 -3.649
64 H -5.049 -0.148 2.787
65 H 1.381 3.215 1.462
66 H -0.658 -6.524 -4.789
67 H 1.331 -5.240 -4.079
68 H 5.433 0.513 3.071
69 H -0.653 4.021 -5.867
70 H 4.218 -4.110 -0.241
71 H -0.936 2.392 -1.907
72 H -2.995 -4.521 -1.848
73 H 1.758 5.385 0.416
74 H 3.951 3.952 -0.129
75 H -2.020 -2.451 4.597
76 H -4.875 -4.318 1.358
77 H -6.109 -2.270 0.735
78 H -0.064 6.532 -0.790
79 H 2.921 4.003 2.992
80 H 4.482 -3.921 -2.687
81 H 6.222 0.721 1.520
82 H 3.257 -2.242 1.039
83 H -1.323 -0.065 4.445
84 H 1.301 2.578 -6.342
85 H 5.284 4.390 0.930
86 H -1.449 -3.983 2.733
87 H 1.162 -3.615 -2.247
88 H 4.147 3.264 3.995
89 H 5.489 3.129 -0.274
90 H 0.021 1.637 3.304
91 H 2.655 2.410 3.676
92 H -2.304 5.491 -0.891
93 H -3.039 -0.093 1.355
94 H -2.688 3.305 0.171
95 H -4.974 -0.508 -0.573
96 H -5.427 1.648 4.452
97 H 0.933 -3.232 0.140
98 H -2.552 -4.616 0.649
99 H -0.308 -4.387 0.678
100 H -1.788 3.897 -3.689
101 H 1.032 1.154 1.910
102 H -2.601 -0.792 -1.235

=====

[2]
DFT (ωB97M-V/def2-TZVPD) results for a structure of composition C51H46BrCrNP2SSi2.

Summary:
lowest unoccupied orbital energy (alpha / beta) = 2.37 / 2.37 eV
HOMO-LUMO gap (alpha / beta) = 5.840 / 5.768 eV
spin multiplicity = 2
highest occupied orbital energy (alpha / beta) = -3.5 / -3.4 eV
charge = -1
E = -198755.7378 eV
ΔE to the lowest compared entry with this formula, charge and spin = 163.66 kJ/mol

Cartesian coordinates (Å):
1 Br 2.832 0.461 0.978
2 Cr 0.554 0.030 0.005
3 S 0.394 -4.684 0.112
4 P -0.228 1.784 1.476
5 P -1.296 -0.976 -1.088
6 Si 1.306 1.481 -1.957
7 Si 0.326 -1.134 2.103
8 N 1.002 -1.872 -0.163
9 C 0.041 1.988 5.595
10 C -0.808 -2.445 1.420
11 C -0.895 -0.970 -3.846
12 C -2.793 1.548 2.518
13 C 2.162 -2.301 -0.848
14 C 4.590 -2.606 -1.228
15 C 2.572 4.806 1.757
16 C 2.239 5.627 0.692
17 C -3.663 4.119 2.041
18 C 0.038 0.633 5.926
19 C 0.413 4.162 0.157
20 C -1.046 -1.770 -2.717
21 C -3.032 -0.391 -1.331
22 C 3.524 -1.906 -0.573
23 C -3.665 0.175 -0.234
24 C 1.978 -3.227 -1.851
25 C -2.639 -3.271 -0.189
26 C -1.445 -2.427 -0.006
27 C -0.995 -3.714 -4.145
28 C -3.762 -0.522 -2.512
29 C -4.044 1.942 2.955
30 C 4.317 -3.576 -2.219
31 C 0.017 2.370 4.269
32 C 5.946 -2.359 -0.893
33 C -0.855 -2.906 -5.264
34 C 6.303 -1.427 0.028
35 C 0.163 2.594 -3.012
36 C 0.019 1.399 3.264
37 C -5.685 0.504 -1.483
38 C 0.021 -0.323 4.927
39 C -1.448 -3.370 2.378
40 C -4.974 0.622 -0.296
41 C 1.719 -2.180 2.799
42 C 2.133 0.310 -3.210
43 C 1.814 3.673 2.033
44 C 3.985 -0.872 0.292
45 C -4.490 3.237 2.711
46 C 0.718 3.343 1.243
47 C -1.953 2.423 1.822
48 C 0.009 0.042 3.572
49 C 1.155 5.298 -0.113
50 C 2.768 2.659 -1.594
51 C -3.105 -4.087 0.759
52 C -2.400 3.719 1.609
53 C 5.292 -0.637 0.609
54 C -1.092 -3.153 -2.877
55 C -5.075 -0.073 -2.586
56 C 0.008 -2.965 0.221
57 C -0.801 -1.526 -5.112
58 C 3.025 -3.850 -2.540
59 C -2.495 -4.141 2.079
60 H 2.831 6.508 0.477
61 H 2.088 3.043 2.871
62 H 0.775 3.126 -3.748
63 H -6.708 0.853 -1.544
64 H -3.315 -0.976 -3.385
65 H 3.139 0.067 -2.856
66 H 6.701 -2.946 -1.403
67 H -1.145 -3.812 -2.016
68 H -5.433 1.066 0.579
69 H -0.026 3.423 4.012
70 H 3.428 5.040 2.377
71 H -0.356 3.343 -2.413
72 H -0.774 -3.349 -6.249
73 H -2.925 -4.788 2.834
74 H -5.622 -0.180 -3.515
75 H -3.997 -4.671 0.567
76 H 2.826 3.429 -2.370
77 H -4.667 1.237 3.491
78 H 0.904 5.913 -0.968
79 H 2.731 3.163 -0.628
80 H 0.050 2.739 6.375
81 H 0.054 0.331 6.966
82 H 7.340 -1.255 0.284
83 H -3.986 5.136 1.858
84 H -1.014 -4.791 -4.247
85 H 5.547 0.178 1.270
86 H 2.545 -1.576 3.178
87 H -3.193 -3.171 -1.116
88 H 1.333 -2.770 3.637
89 H 2.080 -2.888 2.053
90 H 0.973 -3.523 -2.081
91 H -0.675 -0.883 -5.973
92 H -3.110 0.251 0.686
93 H 2.231 0.817 -4.177
94 H 3.701 2.088 -1.622
95 H -0.402 3.891 -0.500
96 H 0.023 -1.372 5.200
97 H -5.468 3.552 3.050
98 H -0.851 0.103 -3.736
99 H 5.146 -4.078 -2.702
100 H -0.613 2.057 -3.558
101 H 2.785 -4.577 -3.306
102 H -1.772 4.444 1.115
103 H -2.450 0.546 2.756
104 H 1.622 -0.637 -3.372
105 H -1.051 -3.387 3.388

=====

[3]
DFT (ωB97M-V/def2-TZVPD) results for a structure of composition C51H46F4N8O3PRu in a non-equilibrium geometry.

Summary:
lowest unoccupied orbital energy (alpha / beta) = -1.00 / -2.18 eV
HOMO-LUMO gap (alpha / beta) = 5.826 / 6.271 eV
spin multiplicity = 6
highest occupied orbital energy (alpha / beta) = -6.8 / -8.5 eV
E = -94425.9553 eV

Cartesian coordinates (Å):
1 Ru 0.000 0.000 0.000
2 P 1.051 -3.357 0.045
3 F -6.712 2.021 1.660
4 F -3.526 2.422 -1.860
5 F -7.784 4.375 0.954
6 F -4.594 4.767 -2.574
7 O 0.622 -1.915 0.000
8 O 1.883 -0.217 -0.831
9 O -0.790 0.126 1.876
10 N -7.804 7.428 0.984
11 N 0.081 -4.356 -0.844
12 N -4.592 0.310 3.066
13 N 1.036 -3.971 1.590
14 N -1.549 1.126 0.000
15 N 0.395 1.920 0.133
16 N 2.576 -3.588 -0.566
17 N -4.874 7.770 -2.230
18 C 6.274 1.979 0.158
19 C -0.795 -3.745 -1.833
20 C 2.067 0.820 2.592
21 C 3.620 -1.584 -5.355
22 C 0.669 3.863 -1.304
23 C 2.532 0.574 -1.671
24 C 4.357 -0.478 -4.943
25 C 2.458 2.335 4.907
26 C -4.316 0.838 2.072
27 C -0.144 -4.722 2.019
28 C -1.033 2.255 2.310
29 C 1.334 -2.989 2.639
30 C -0.523 0.912 2.898
31 C -2.129 -1.408 6.248
32 C -2.745 -0.199 5.895
33 C -6.058 2.824 0.799
34 C 3.727 -3.466 0.320
35 C -2.269 0.575 4.821
36 C -2.638 1.244 0.380
37 C 0.855 2.502 -1.008
38 C 4.757 0.195 -0.434
39 C 5.371 2.900 -0.366
40 C -1.035 -1.857 5.524
41 C 3.820 1.104 -0.973
42 C 1.485 1.644 -2.098
43 C 0.946 1.207 3.323
44 C 2.867 -2.855 -1.800
45 C -0.484 4.128 0.759
46 C -6.592 4.007 0.448
47 C -0.569 -1.090 4.461
48 C -3.960 1.490 0.854
49 C -0.291 2.761 1.011
50 C 3.553 1.957 4.141
51 C 1.174 1.966 4.499
52 C 2.175 -1.318 -3.434
53 C 0.607 -5.621 -1.339
54 C 0.010 4.686 -0.407
55 C 2.916 -0.211 -2.976
56 C -4.764 2.396 0.241
57 C 4.164 2.467 -0.929
58 C -6.166 6.220 -0.611
59 C -4.377 3.049 -1.024
60 C -5.461 7.072 -1.514
61 C -5.910 4.889 -0.522
62 C 5.967 0.623 0.122
63 C 2.524 -2.000 -4.604
64 C -1.168 0.146 4.082
65 C -4.918 4.223 -1.385
66 C 4.000 0.206 -3.776
67 C 3.354 1.200 2.989
68 C -7.080 6.880 0.261
69 H -2.106 2.207 2.061
70 H -3.611 0.139 6.453
71 H 1.320 -1.652 -2.847
72 H -2.507 -2.003 7.067
73 H -1.478 -1.075 0.000
74 H 3.640 -4.144 1.174
75 H -0.952 3.042 3.073
76 H 0.508 -2.281 2.773
77 H 2.083 -3.018 -2.545
78 H 4.590 1.066 -3.473
79 H 5.588 3.963 -0.329
80 H 7.199 2.318 0.608
81 H 2.589 2.924 5.806
82 H 4.655 -3.752 -0.190
83 H 1.925 0.263 1.667
84 H -0.543 -2.795 5.754
85 H 0.320 2.277 5.095
86 H -0.205 -6.303 -1.615
87 H 3.801 -3.200 -2.257
88 H 1.189 -6.130 -0.565
89 H -1.362 -2.921 -1.388
90 H -1.036 4.736 1.465
91 H 3.900 -2.123 -6.253
92 H 6.643 -0.110 0.547
93 H 1.935 -2.858 -4.909
94 H 1.953 2.304 -2.843
95 H -0.034 -5.088 3.047
96 H -1.051 -4.108 1.964
97 H 4.555 2.258 4.422
98 H 2.230 -2.410 2.398
99 H -0.232 -3.352 -2.684
100 H 4.504 -0.864 -0.441
101 H 3.841 -2.443 0.693
102 H 1.532 -3.484 3.596
103 H -0.140 5.735 -0.624
104 H 2.941 -1.778 -1.618
105 H 1.251 -5.480 -2.213
106 H -1.537 -4.459 -2.207
107 H 0.642 1.177 -2.633
108 H 4.188 0.916 2.359
109 H 3.488 3.213 -1.326
110 H 0.277 -1.447 3.869
111 H -0.291 -5.614 1.404
112 H -2.765 1.499 4.549
113 H 1.032 4.267 -2.242
114 H 5.216 -0.144 -5.514

=====

[4]
DFT (ωB97M-V/def2-TZVPD) results for a structure of composition C51H47CoF2N12OP in a non-equilibrium geometry.

Summary:
lowest unoccupied orbital energy (alpha / beta) = 0.18 / 0.18 eV
HOMO-LUMO gap (alpha / beta) = 6.271 / 5.948 eV
spin multiplicity = 2
highest occupied orbital energy (alpha / beta) = -6.1 / -5.8 eV
E = -125926.7402 eV
ΔE to the lowest compared entry with this formula, charge and spin = 178.05 kJ/mol

Cartesian coordinates (Å):
1 Co -0.786 0.219 0.060
2 P 0.692 1.463 1.423
3 F -4.871 -0.567 -3.308
4 F -0.632 -1.772 -4.874
5 O -1.479 2.131 -1.942
6 N 1.570 2.884 -3.401
7 N 0.349 -5.298 1.962
8 N 1.218 2.427 -2.279
9 N -2.029 -0.930 1.522
10 N -2.973 1.084 0.123
11 N 0.817 -1.486 0.401
12 N 2.109 1.881 -4.100
13 N -0.151 -5.314 3.228
14 N 1.519 -3.498 0.959
15 N -1.336 -5.778 3.222
16 N -2.157 -2.838 0.222
17 N 1.490 1.132 -2.173
18 C -1.194 2.023 -0.775
19 C 2.626 3.022 0.021
20 C 0.295 -2.284 2.726
21 C 2.271 1.785 0.545
22 C -3.542 -0.681 -3.048
23 C -3.409 -0.674 3.465
24 C -2.999 -0.268 -1.825
25 C 1.410 1.544 3.131
26 C 3.089 2.299 4.697
27 C -0.118 4.094 2.192
28 C -0.860 -1.020 -2.645
29 C 0.816 -2.401 1.348
30 C 4.941 2.489 -4.364
31 C 3.182 0.737 0.483
32 C 2.018 -3.236 -0.288
33 C -0.600 -5.768 1.100
34 C -2.421 -0.256 2.606
35 C -2.786 -1.186 -4.086
36 C 4.426 0.913 -0.093
37 C -3.547 1.905 1.005
38 C -0.652 -5.957 -0.270
39 C 4.781 2.151 -0.602
40 C -5.704 1.560 0.075
41 C -0.170 3.043 1.291
42 C -1.772 4.279 -0.041
43 C -0.997 3.124 0.153
44 C -3.637 -2.607 2.099
45 C 2.455 1.628 5.728
46 C 1.631 -4.734 1.691
47 C 1.590 -1.988 -0.609
48 C 3.908 2.968 -5.382
49 C 3.479 4.406 -5.104
50 C 3.879 3.200 -0.540
51 C 2.580 2.253 3.410
52 C 1.293 0.925 5.465
53 C -1.614 -0.498 -1.600
54 C -3.740 0.494 -0.830
55 C -4.040 -1.886 3.197
56 C 2.686 2.034 -5.405
57 C -2.891 -6.851 0.058
58 C -4.889 2.190 1.017
59 C -1.431 -1.318 -3.869
60 C -1.743 5.295 0.886
61 C 2.049 0.793 -3.307
62 C -5.124 0.707 -0.841
63 C -1.820 -6.506 -0.771
64 C -2.622 -2.105 1.266
65 C -1.691 -6.088 1.948
66 C 0.772 0.897 4.184
67 C -0.905 5.216 1.997
68 C -2.859 -6.643 1.421
69 H 0.517 4.025 3.064
70 H -1.909 0.680 2.780
71 H 5.774 3.185 -4.320
72 H -3.674 -0.081 4.324
73 H 1.845 -1.396 -1.462
74 H 4.350 2.925 -6.383
75 H -4.071 -3.564 1.863
76 H -3.768 -7.303 -0.384
77 H -0.079 -1.283 2.880
78 H 5.330 1.505 -4.624
79 H 2.238 -5.426 1.097
80 H 0.170 -5.692 -0.916
81 H 2.902 -0.219 0.901
82 H 2.861 1.656 6.729
83 H 2.629 -3.941 -0.811
84 H 1.924 3.842 0.038
85 H 4.509 2.438 -3.366
86 H -1.911 -6.679 -1.833
87 H -3.250 -1.441 -5.026
88 H 2.107 -4.566 2.666
89 H 1.926 2.446 -6.071
90 H -5.762 0.207 -1.550
91 H -2.888 2.367 1.724
92 H -0.504 -2.994 2.927
93 H 2.734 4.729 -5.829
94 H 0.200 -1.178 -2.542
95 H -2.409 4.327 -0.911
96 H 4.163 4.170 -0.923
97 H 3.103 2.774 2.623
98 H -0.147 0.361 4.010
99 H 2.972 1.044 -5.766
100 H -1.638 -2.302 -0.471
101 H -2.752 -3.576 -0.121
102 H 5.761 2.300 -1.031
103 H -6.769 1.745 0.061
104 H 3.039 4.494 -4.113
105 H -3.682 -6.903 2.068
106 H 0.793 0.387 6.258
107 H 5.126 0.090 -0.129
108 H 3.993 2.855 4.895
109 H -0.869 6.027 2.707
110 H 1.093 -2.484 3.442
111 H 4.338 5.071 -5.171
112 H -5.292 2.875 1.744
113 H -2.378 6.159 0.757
114 H 2.427 -0.164 -3.598
115 H -4.822 -2.253 3.844

=====

Which of these has the lowest E? C51H46BrCrNP2SSi2

=====

The highest E belongs to which entry? C51H44N2O2PtSSi

=====

Which value of spin multiplicity does entry 3 give? 6

=====

Look up the E of the first one. -82632.6037 eV